No. 1
DFT (ωB97M-V/def2-TZVPD) results for C25H44Cl3FeN4O3SeSi as an isolated structure.

```
82
Properties=species:S:1:pos:R:3
C 0.32840 -1.30232 -5.29751
C -0.91135 -0.85044 -4.59586
H 0.19324 -1.08131 -6.36562
H 0.50403 -2.38966 -5.19498
H 1.21298 -0.76959 -4.94230
C -2.14461 -1.08786 -5.06271
C -2.45026 -2.06113 -6.15115
H -2.99950 -0.64072 -4.56001
H -2.00627 -3.05926 -6.00469
H -2.13678 -1.70813 -7.13687
H -3.53504 -2.19646 -6.17834
Fe 2.70801 -0.78749 0.01524
Cl 2.59036 1.20407 -0.85617
Cl 1.79057 -1.81584 1.66977
H 1.77328 0.04842 5.12600
H 4.95370 0.95150 5.14914
C 2.48675 -0.66151 4.66565
C 4.85613 0.09465 4.46118
N 3.50923 0.04936 3.89288
H 1.94383 -1.35886 4.00269
C 3.14162 1.08334 3.04972
O 1.98474 1.45838 2.79010
H 5.61053 0.21315 3.66807
H 4.03022 1.56356 2.57346
H 3.01215 -1.22932 5.44605
H 5.06152 -0.82136 5.02727
H -1.13998 -3.75530 -1.96502
H -3.26917 -2.97036 -2.93570
C -1.56006 -3.77226 -0.95533
C -3.72256 -3.09028 -1.93445
N -2.71243 -2.89005 -0.89984
H -0.83000 -3.42157 -0.21937
C -3.02521 -2.29941 0.30039
O -2.31004 -2.31412 1.30789
H -4.54459 -2.36317 -1.80724
H -4.01848 -1.78857 0.26953
H -1.88767 -4.79898 -0.72070
H -4.12612 -4.11692 -1.85336
O -0.92054 -1.44571 -2.37253
C -0.78287 -0.34615 -3.09854
C -2.94963 0.43520 -1.95709
C -1.75856 0.76882 -2.62653
H -3.16177 -0.62553 -1.76628
C -3.79635 1.44317 -1.46397
H 0.24442 0.11467 -3.00840
C -1.37437 2.11719 -2.74375
H -4.70374 1.16571 -0.90846
C -3.44094 2.78057 -1.64823
C -2.23655 3.12102 -2.27493
H -0.38763 2.35658 -3.17755
H -4.08738 3.57738 -1.26570
H -1.94395 4.17289 -2.37006
Si 3.50144 -3.06479 -0.99111
Cl 1.75855 -1.83234 -1.69288
C 2.90755 -4.65645 -0.18924
C 4.62425 -1.86240 0.04394
C 4.55314 -3.41715 -2.48385
H 1.82936 -4.86282 -0.27699
H 3.10532 -4.68293 0.89485
H 3.45555 -5.51412 -0.60629
H 4.24274 -4.33143 -3.02017
H 5.63023 -3.57270 -2.24176
H 4.52086 -2.57697 -3.19978
H 4.50922 -0.77480 0.39075
H 5.57273 -1.87004 -0.52466
H 4.92608 -2.43157 0.92192
C -2.80174 0.27789 2.96414
N -1.83704 1.34066 3.15498
C -1.48494 1.94891 4.34689
C -0.59625 2.94101 4.04243
N -0.42300 2.92159 2.67086
C 0.51919 3.75622 1.96318
C -1.13476 1.89562 2.10768
Se -1.01110 1.22126 0.41937
H -3.46937 0.54831 2.13318
H -3.38691 0.17848 3.88653
H -2.32793 -0.68091 2.69547
H -1.88858 1.64487 5.30245
H -0.06634 3.63523 4.67753
H 0.17070 4.79290 1.97728
H 1.49673 3.69188 2.44173
H 0.59428 3.39405 0.93463
```

ΔE to the lowest compared entry with this formula, charge and spin ... 0.5312 eV
Gap between HOMO and LUMO (alpha / beta) ... 6.32 / 4.75 eV
Energy ... -6758.93578 Ha
Lowest unoccupied orbital energy (alpha / beta) ... 0.33 / -1.23 eV
Multiplicity ... 6

Charges per atom according to Mulliken partitioning, unit e:
1 C -1.540
2 C 0.154
3 H 0.431
4 H 0.208
5 H 0.357
6 C 0.069
7 C -1.623
8 H 0.450
9 H 0.315
10 H 0.468
11 H 0.376
12 Fe 0.406
13 Cl -0.581
14 Cl -0.548
15 H 0.269
16 H 0.349
17 C -0.769
18 C -0.969
19 N 0.390
20 H 0.131
21 C -0.354
22 O -0.500
23 H 0.308
24 H 0.465
25 H 0.343
26 H 0.335
27 H 0.226
28 H 0.209
29 C -0.875
30 C -0.912
31 N 0.394
32 H 0.149
33 C 0.170
34 O -0.615
35 H 0.331
36 H 0.230
37 H 0.362
38 H 0.341
39 O -0.266
40 C 0.257
41 C 1.487
42 C -0.786
43 H -0.138
44 C -0.742
45 H 0.474
46 C -0.353
47 H 0.338
48 C -0.420
49 C -0.731
50 H 0.367
51 H 0.349
52 H 0.364
53 Si 0.433
54 Cl 0.123
55 C -0.997
56 C -0.843
57 C -1.179
58 H 0.263
59 H 0.333
60 H 0.380
61 H 0.308
62 H 0.384
63 H 0.300
64 H 0.296
65 H 0.498
66 H 0.499
67 C -0.854
68 N 0.302
69 C -0.475
70 C -0.552
71 N 0.399
72 C -0.843
73 C -0.298
74 Se -0.172
75 H 0.222
76 H 0.315
77 H 0.345
78 H 0.423
79 H 0.454
80 H 0.311
81 H 0.289
82 H 0.186

No. 2
DFT (ωB97M-V/def2-TZVPD) results for one molecule with the formula C4H9NO2.

```
16
Properties=species:S:1:pos:R:3
C 1.48991 -0.06183 -1.14547
N 1.79945 0.30079 0.24967
C 1.16047 0.70934 1.36192
O -0.15381 0.95185 1.31653
C -1.08771 0.81224 0.23125
C -1.79534 -0.52761 0.35882
O -0.92639 -1.63223 0.21002
H 2.36425 -0.57744 -1.54965
H 0.64545 -0.74967 -1.18753
H 1.29474 0.81299 -1.77494
H 2.76809 0.15285 0.48580
H -1.80722 1.62544 0.36631
H -0.61917 0.93895 -0.74522
H -2.30952 -0.56816 1.32841
H -2.55471 -0.61632 -0.42336
H -0.26851 -1.57120 0.91746
```

ΔE to the lowest compared entry with this formula, charge and spin ... 3.5702 eV
Gap between HOMO and LUMO ... 9.17 eV
Energy ... -362.95433 Ha
Lowest unoccupied orbital energy ... 0.83 eV

Charges per atom according to Mulliken partitioning, unit e:
1 C -0.853
2 N -0.021
3 C -0.368
4 O -0.137
5 C -0.377
6 C -0.405
7 O -0.535
8 H 0.328
9 H 0.325
10 H 0.284
11 H 0.254
12 H 0.346
13 H 0.210
14 H 0.296
15 H 0.339
16 H 0.314

No. 3
DFT (ωB97M-V/def2-TZVPD) results for a 2-piece molecular cluster, CH2Cl2N2O overall.

```
8
Properties=species:S:1:pos:R:3
C -0.65820 -0.89907 0.39835
N -1.21404 0.07554 -0.19813
N 1.52056 0.26313 0.58320
O -0.46386 -2.01679 0.72763
Cl 0.91221 1.87712 0.34466
Cl 2.36739 -0.21238 -0.86739
H -0.58519 0.94665 -0.06611
H -1.87886 -0.03419 -0.92222
```

ΔE to the lowest compared entry with this formula, charge and spin ... 1.6105 eV
Gap between HOMO and LUMO (alpha / beta) ... 7.64 / 7.64 eV
Energy ... -1144.29485 Ha
Lowest unoccupied orbital energy (alpha / beta) ... -0.57 / -0.57 eV

Charges per atom according to Mulliken partitioning, unit e:
1 C 0.661
2 N -0.244
3 N -0.363
4 O -0.308
5 Cl -0.145
6 Cl -0.098
7 H 0.248
8 H 0.249